Entry 1:
# C27H26F6N2O4OsS2Si2

A molecular structure, C27H26F6N2O4OsS2Si2 (ωB97M-V/def2-TZVPD, the OMol25 dataset).

Last column: Mulliken charge in e.
Cartesian coordinates (Å):
Os: -0.501 0.342 -0.549  1.372
C: 0.545 2.610 2.851  -0.792
C: 0.870 3.860 2.339  -0.967
C: 0.757 4.103 0.977  -0.628
C: 0.312 3.091 0.134  0.357
C: -0.051 1.851 0.648  0.416
C: 0.074 1.608 2.011  -0.574
C: 0.298 3.158 -1.321  0.195
C: 0.561 4.323 -2.021  -1.183
C: 0.520 4.290 -3.390  -1.613
C: 0.292 3.091 -4.068  1.824
C: 0.031 3.254 -5.504  -0.673
C: -0.543 2.428 -6.378  -1.106
C: 0.298 0.303 -5.388  -0.245
C: 0.039 0.517 -3.895  -0.226
C: 0.182 1.914 -3.301  -0.656
N: 0.065 1.979 -1.946  0.849
H: 0.645 2.420 3.912  0.477
H: 1.221 4.641 2.999  0.387
H: 1.041 5.070 0.585  0.395
H: -0.207 0.647 2.420  0.443
H: 0.745 5.240 -1.482  0.518
H: 0.641 5.201 -3.963  0.417
H: 0.237 4.261 -5.854  0.344
H: -0.748 2.816 -7.369  0.371
H: 0.072 -0.770 -5.495  0.758
H: 0.829 -1.443 -3.576  0.570
C: 1.947 -2.208 -1.042  -1.318
Si: 1.504 -0.438 -1.495  0.410
C: 2.931 0.693 -1.009  -1.354
C: 1.156 -0.414 -3.350  0.373
C: 2.277 -0.056 -4.325  -0.389
C: 1.794 0.412 -5.479  -1.610
C: -0.846 0.986 -6.113  0.396
C: -1.939 0.777 -5.057  -1.455
C: -1.474 0.423 -3.849  -0.014
Si: -2.319 0.356 -2.180  0.748
C: -3.577 1.728 -2.051  -1.394
C: -3.200 -1.326 -2.264  -0.940
H: 2.776 -2.563 -1.660  0.376
H: 1.097 -2.875 -1.204  0.292
H: 2.243 -2.293 0.005  0.377
H: 3.886 0.278 -1.345  0.426
H: 2.982 0.811 0.075  0.342
H: 2.823 1.686 -1.451  0.290
H: 3.326 -0.202 -4.100  0.463
H: 2.372 0.710 -6.342  0.477
H: -1.097 0.487 -7.050  0.774
H: -2.981 0.983 -5.279  0.384
H: -4.139 1.784 -2.987  0.442
H: -3.068 2.685 -1.910  0.301
H: -4.273 1.589 -1.226  0.404
H: -3.867 -1.207 -3.133  0.630
H: -3.841 -1.583 -1.416  0.559
H: -2.614 -3.157 -2.697  0.297
F: -4.267 -0.301 3.929  -0.227
C: -3.455 0.486 3.230  0.484
F: -3.740 1.756 3.503  -0.223
F: -2.198 0.245 3.605  -0.179
S: -3.672 0.182 1.423  1.079
O: -2.658 1.009 0.798  -0.588
O: -5.043 0.494 1.184  -0.657
N: -3.429 -1.351 1.213  -0.466
S: -2.135 -2.102 0.697  0.399
O: -0.851 -1.260 0.754  -0.484
O: -2.192 -2.312 -2.514  -0.568
C: -1.709 -3.172 2.167  0.685
F: -2.712 -4.017 2.398  -0.205
F: -0.623 -3.876 1.849  -0.196
F: -1.470 -2.474 3.263  -0.173

Output
Energy above the lowest of the compared OMol25 structures with the same formula, charge and spin (eV): 3.397
Largest force on an atom (eV/A): 0.66
Kohn-Sham gap (eV): 7.49
HOMO (eV): -8.2


Entry 2:
# C27H26F6N2O5PRuS2

A molecular structure, C27H26F6N2O5PRuS2 at a distorted geometry (ωB97M-V/def2-TZVPD, the OMol25 dataset).

Last column: Mulliken charge in e.
Cartesian coordinates (Å):
Ru: 1.023 0.457 -0.219  0.184
C: 3.073 3.123 0.950  -1.198
C: 2.748 2.534 2.323  0.232
C: 3.699 1.416 2.741  -1.198
C: 1.266 2.115 2.405  -0.456
C: 0.832 1.941 3.861  -0.597
O: 0.131 0.687 3.880  -0.415
C: 0.248 0.111 2.692  0.275
N: 0.880 0.797 1.793  0.594
C: -0.387 -1.208 2.607  0.642
C: -0.452 -1.942 3.799  -1.029
C: -1.057 -3.181 3.836  -0.775
C: -1.654 -3.693 2.691  -0.810
C: -1.636 -2.957 1.522  -0.335
C: -0.991 -1.723 1.456  0.254
P: -1.035 -0.866 -0.158  2.022
C: -0.282 -2.129 -1.232  0.602
C: 0.700 -2.979 -0.714  -0.895
C: 1.307 -3.917 -1.534  -0.826
C: 0.960 -4.003 -2.873  -0.759
C: 0.012 -3.136 -3.400  -0.984
C: -0.599 -2.195 -2.590  -0.599
C: -2.815 -0.793 -0.499  1.049
C: -3.506 0.248 0.122  -0.648
C: -4.864 0.399 -0.090  -0.793
C: -5.531 -0.475 -0.937  -0.624
C: -4.848 -1.517 -1.545  -0.868
C: -3.488 -1.684 -1.327  -0.234
H: 4.133 3.365 0.872  0.484
H: 2.495 4.030 0.772  0.387
H: 2.833 2.418 0.146  -0.043
H: 2.859 3.334 3.063  0.370
H: 3.634 0.573 2.053  0.066
H: 3.479 1.057 3.749  0.362
H: 4.725 1.782 2.731  0.500
H: 0.662 2.866 1.899  0.675
H: 0.160 2.719 4.212  0.263
H: 1.679 1.862 4.544  0.379
H: -0.009 -1.528 4.694  0.547
H: -1.079 -3.742 4.760  0.422
H: -2.128 -4.665 2.708  0.473
H: -2.134 -3.337 0.639  0.412
H: 0.978 -2.911 0.330  0.619
H: 2.052 -4.586 -1.122  0.474
H: 1.437 -4.737 -3.509  0.441
H: -0.253 -3.197 -4.447  0.490
H: -1.295 -1.485 -3.020  0.640
H: -2.967 0.949 0.750  0.388
H: -5.402 1.199 0.400  0.452
H: -6.589 -0.346 -1.128  0.411
H: -5.367 -2.196 -2.208  0.451
H: -2.971 -2.513 -1.789  0.511
F: 3.495 1.619 -3.134  -0.181
C: 2.554 1.494 -4.068  0.579
F: 2.534 2.566 -4.833  -0.183
F: 2.788 0.414 -4.794  -0.186
S: 0.915 1.229 -3.241  1.164
O: 1.210 0.103 -2.329  -0.579
O: -0.039 0.997 -4.264  -0.642
N: 0.752 2.544 -2.360  -0.540
S: -0.559 2.511 -1.482  1.140
O: -0.244 2.600 -0.066  -0.647
O: -1.449 1.446 -1.849  -0.498
C: -1.425 4.125 -1.787  0.399
F: -0.579 5.110 -1.510  -0.184
F: -1.835 4.216 -3.036  -0.180
F: -2.462 4.181 -0.962  -0.178
C: 2.928 -0.316 -0.146  -1.209
H: 3.060 -1.392 -0.080  0.437
H: 3.689 0.210 -0.718  0.501

Output
Expectation value of S²: 6.01
Energy above the lowest of the compared OMol25 structures with the same formula, charge and spin (eV): 2.118
Multiplicity: 5
Largest force on an atom (eV/A): 1.19
Kohn-Sham gap (alpha / beta) (eV): 7.89 / 6.83
HOMO (alpha / beta) (eV): -11.0 / -12.0
Charge: +1


- Which of these has the highest largest force on an atom?
  C27H26F6N2O5PRuS2


Repeat the first record exactly.
# C27H26F6N2O4OsS2Si2

A molecular structure, C27H26F6N2O4OsS2Si2 (ωB97M-V/def2-TZVPD, the OMol25 dataset).

Last column: Mulliken charge in e.
Cartesian coordinates (Å):
Os: -0.501 0.342 -0.549  1.372
C: 0.545 2.610 2.851  -0.792
C: 0.870 3.860 2.339  -0.967
C: 0.757 4.103 0.977  -0.628
C: 0.312 3.091 0.134  0.357
C: -0.051 1.851 0.648  0.416
C: 0.074 1.608 2.011  -0.574
C: 0.298 3.158 -1.321  0.195
C: 0.561 4.323 -2.021  -1.183
C: 0.520 4.290 -3.390  -1.613
C: 0.292 3.091 -4.068  1.824
C: 0.031 3.254 -5.504  -0.673
C: -0.543 2.428 -6.378  -1.106
C: 0.298 0.303 -5.388  -0.245
C: 0.039 0.517 -3.895  -0.226
C: 0.182 1.914 -3.301  -0.656
N: 0.065 1.979 -1.946  0.849
H: 0.645 2.420 3.912  0.477
H: 1.221 4.641 2.999  0.387
H: 1.041 5.070 0.585  0.395
H: -0.207 0.647 2.420  0.443
H: 0.745 5.240 -1.482  0.518
H: 0.641 5.201 -3.963  0.417
H: 0.237 4.261 -5.854  0.344
H: -0.748 2.816 -7.369  0.371
H: 0.072 -0.770 -5.495  0.758
H: 0.829 -1.443 -3.576  0.570
C: 1.947 -2.208 -1.042  -1.318
Si: 1.504 -0.438 -1.495  0.410
C: 2.931 0.693 -1.009  -1.354
C: 1.156 -0.414 -3.350  0.373
C: 2.277 -0.056 -4.325  -0.389
C: 1.794 0.412 -5.479  -1.610
C: -0.846 0.986 -6.113  0.396
C: -1.939 0.777 -5.057  -1.455
C: -1.474 0.423 -3.849  -0.014
Si: -2.319 0.356 -2.180  0.748
C: -3.577 1.728 -2.051  -1.394
C: -3.200 -1.326 -2.264  -0.940
H: 2.776 -2.563 -1.660  0.376
H: 1.097 -2.875 -1.204  0.292
H: 2.243 -2.293 0.005  0.377
H: 3.886 0.278 -1.345  0.426
H: 2.982 0.811 0.075  0.342
H: 2.823 1.686 -1.451  0.290
H: 3.326 -0.202 -4.100  0.463
H: 2.372 0.710 -6.342  0.477
H: -1.097 0.487 -7.050  0.774
H: -2.981 0.983 -5.279  0.384
H: -4.139 1.784 -2.987  0.442
H: -3.068 2.685 -1.910  0.301
H: -4.273 1.589 -1.226  0.404
H: -3.867 -1.207 -3.133  0.630
H: -3.841 -1.583 -1.416  0.559
H: -2.614 -3.157 -2.697  0.297
F: -4.267 -0.301 3.929  -0.227
C: -3.455 0.486 3.230  0.484
F: -3.740 1.756 3.503  -0.223
F: -2.198 0.245 3.605  -0.179
S: -3.672 0.182 1.423  1.079
O: -2.658 1.009 0.798  -0.588
O: -5.043 0.494 1.184  -0.657
N: -3.429 -1.351 1.213  -0.466
S: -2.135 -2.102 0.697  0.399
O: -0.851 -1.260 0.754  -0.484
O: -2.192 -2.312 -2.514  -0.568
C: -1.709 -3.172 2.167  0.685
F: -2.712 -4.017 2.398  -0.205
F: -0.623 -3.876 1.849  -0.196
F: -1.470 -2.474 3.263  -0.173

Output
Energy above the lowest of the compared OMol25 structures with the same formula, charge and spin (eV): 3.397
Largest force on an atom (eV/A): 0.66
Kohn-Sham gap (eV): 7.49
HOMO (eV): -8.2